# 1
Here is C4H5AuO4 as an isolated structure from the Open Molecules 2025 dataset. Energies are from the ωB97M-V functional and the def2-TZVPD basis.

The gap between HOMO and LUMO (alpha / beta) is 0.393 / 0.267 Eh. As for the spin multiplicity: 3. The total charge is +2. The calculation puts the LUMO energy (alpha / beta) at -9.4 / -13.0 eV.

Cartesian coordinates (Å):
1 O 1.905 -0.866 -0.182
2 C 2.018 2.698 0.011
3 O 2.554 3.644 0.287
4 O -0.423 1.370 0.851
5 C -1.406 0.645 0.774
6 C -1.422 -0.564 -0.108
7 O -0.254 -0.626 -0.877
8 C 0.817 -1.593 -0.496
9 Au 1.040 0.797 -0.350
10 H -2.315 0.874 1.354
11 H -2.313 -0.505 -0.755
12 H -1.562 -1.453 0.531
13 H 0.949 -2.234 -1.386
14 H 0.413 -2.188 0.345

Atomic partial charges in e from the Mulliken method, atoms 1 to 6: atom 1 (O): -0.3275, atom 2 (C): 0.3154, atom 3 (O): 0.0034, atom 4 (O): -0.4460, atom 5 (C): 0.1782, atom 6 (C): -0.2287

=====

# 2
Here is an isolated ion of composition ClF2OS and charge +1 from the Open Molecules 2025 dataset. Energies are from the ωB97M-V functional and the def2-TZVPD basis.

The gap between HOMO and LUMO is 0.402 Eh. The total charge is +1. The calculation puts the LUMO energy at -8.9 eV.

Cartesian coordinates (Å):
1 O 0.731 1.207 0.797
2 F 0.738 -1.414 0.564
3 F 0.426 0.113 -1.377
4 S 0.042 0.174 0.053
5 Cl -1.937 -0.081 -0.037

The Mulliken scheme yields these atomic charges, measured in e: atom 1 (O): -0.2176, atom 2 (F): -0.1607, atom 3 (F): 0.0103, atom 4 (S): 1.1539, atom 5 (Cl): 0.2142

=====

# 3
Here is one molecule with the formula CHNO5S from the Open Molecules 2025 dataset. Energies are from the ωB97M-V functional and the def2-TZVPD basis.

The gap between HOMO and LUMO is 0.310 Eh. The total charge is 0. The calculation puts the LUMO energy at -1.1 eV.

Cartesian coordinates (Å):
1 C 1.969 0.198 0.299
2 N 3.450 -0.009 -0.015
3 O 3.697 -1.115 -0.369
4 O 1.321 -0.673 0.744
5 O 4.223 0.909 0.046
6 O -0.948 0.510 -0.176
7 O 1.519 1.415 -0.064
8 S -0.121 1.825 0.131
9 H -0.370 -0.197 0.414

Atomic partial charges in e from the Mulliken method, atoms 1 to 6: atom 1 (C): 0.6289, atom 2 (N): 0.9589, atom 3 (O): -0.4884, atom 4 (O): -0.5135, atom 5 (O): -0.5094, atom 6 (O): -0.4456

=====

# 4
Here is C23H41BrIrP2 as an isolated structure from the Open Molecules 2025 dataset. Energies are from the ωB97M-V functional and the def2-TZVPD basis.

The gap between HOMO and LUMO (alpha / beta) is 0.211 / 0.225 Eh. As for the spin multiplicity: 5. The total charge is +1. The calculation puts the LUMO energy (alpha / beta) at -2.0 / -5.0 eV.

Cartesian coordinates (Å):
1 Ir 0.041 -0.174 1.682
2 C -0.943 -1.673 3.045
3 C 0.384 -2.033 2.562
4 C 0.592 -0.461 4.296
5 C -0.788 -0.754 4.145
6 C 1.322 -1.199 3.300
7 C -2.203 -2.355 2.642
8 H -2.086 -2.811 1.655
9 H -3.041 -1.645 2.607
10 H -2.444 -3.149 3.366
11 C -1.895 -0.112 4.904
12 H -2.854 -0.289 4.405
13 H -1.751 0.976 5.022
14 H -1.966 -0.544 5.915
15 C 1.163 0.542 5.236
16 H 1.343 0.089 6.225
17 H 0.485 1.398 5.391
18 H 2.129 0.915 4.872
19 C 2.805 -1.287 3.182
20 H 3.208 -1.931 3.981
21 H 3.266 -0.291 3.265
22 H 3.077 -1.723 2.215
23 C 0.719 -3.227 1.730
24 H 0.877 -4.119 2.357
25 H 1.629 -3.028 1.160
26 H -0.100 -3.422 1.036
27 C -1.661 1.351 -3.755
28 C -1.801 0.020 -3.906
29 C -1.044 -0.821 -4.902
30 C 0.412 -0.375 -5.217
31 C 1.205 0.073 -4.022
32 C 1.303 1.342 -3.587
33 C 0.573 2.517 -4.200
34 C -0.869 2.229 -4.684
35 H -1.611 -0.893 -5.847
36 H 0.404 0.370 -6.026
37 H -0.984 -1.853 -4.521
38 H -0.849 1.841 -5.713
39 H -2.224 1.891 -2.981
40 H -2.622 -0.504 -3.392
41 H -1.395 3.196 -4.751
42 H 0.509 3.313 -3.444
43 H 2.014 1.600 -2.788
44 H 1.157 2.946 -5.032
45 H 0.930 -1.251 -5.639
46 H 1.786 -0.730 -3.545
47 P -1.355 0.369 -0.020
48 C -2.919 1.206 0.217
49 C -1.513 -1.193 -0.911
50 P 1.470 0.929 0.294
51 C -0.014 1.440 -0.714
52 C 2.464 -0.322 -0.556
53 C 2.500 2.268 0.894
54 H -2.813 1.951 1.019
55 H -3.673 0.461 0.512
56 H -3.244 1.703 -0.710
57 H -1.468 -1.024 -1.994
58 H -2.488 -1.637 -0.650
59 H -0.699 -1.882 -0.621
60 H 2.839 2.876 0.041
61 H 3.371 1.838 1.411
62 H 1.932 2.891 1.599
63 H -0.228 2.497 -0.548
64 H 0.118 1.263 -1.778
65 H 3.445 -0.357 -0.054
66 H 2.591 -0.051 -1.614
67 H 1.979 -1.308 -0.469
68 Br -0.496 2.125 2.405

Atomic partial charges in e from the Mulliken method, atoms 1 to 6: atom 1 (Ir): -0.6973, atom 2 (C): 1.0552, atom 3 (C): -0.1265, atom 4 (C): 0.3322, atom 5 (C): 0.3720, atom 6 (C): 0.8875

=====

# 5
Here is one molecule with the formula C6H9NO from the Open Molecules 2025 dataset. Energies are from the ωB97M-V functional and the def2-TZVPD basis.

The gap between HOMO and LUMO is 0.296 Eh. The SMILES is C=C(C)[C@H]1NC=CO1. The total charge is 0. The calculation puts the LUMO energy at 1.0 eV.

Cartesian coordinates (Å):
1 C -1.945 0.151 -1.340
2 C -1.039 0.105 -0.323
3 C -1.131 1.129 0.803
4 C 0.128 -0.858 -0.467
5 N 1.360 -0.160 -0.785
6 C 2.243 -0.251 0.287
7 C 1.633 -1.060 1.249
8 O 0.379 -1.418 0.846
9 H -1.916 -0.534 -2.174
10 H -2.717 0.879 -1.297
11 H -0.241 1.759 0.809
12 H -1.965 1.810 0.613
13 H -1.305 0.576 1.773
14 H -0.075 -1.644 -1.199
15 H 1.272 0.681 -1.359
16 H 3.235 0.201 0.364
17 H 2.086 -1.368 2.201

Atomic partial charges in e from the Mulliken method, atoms 1 to 6: atom 1 (C): -1.0871, atom 2 (C): 0.5927, atom 3 (C): -1.1432, atom 4 (C): 0.0707, atom 5 (N): -0.2392, atom 6 (C): -0.3592

=====

# 6
Here is a 2-piece molecular cluster, C4H12 overall from the Open Molecules 2025 dataset. Energies are from the ωB97M-V functional and the def2-TZVPD basis.

The gap between HOMO and LUMO (alpha / beta) is 0.478 / 0.157 Eh. As for the spin multiplicity: 2. The total charge is +1. The calculation puts the LUMO energy (alpha / beta) at -3.1 / -11.2 eV.

Cartesian coordinates (Å):
1 C -1.480 1.114 0.411
2 C -2.351 0.030 -0.136
3 H -2.085 1.833 0.977
4 H -0.852 0.621 1.203
5 H -0.849 1.580 -0.333
6 H -3.045 -0.346 0.636
7 H -1.770 -0.754 -0.648
8 H -3.051 0.378 -0.932
9 C 1.693 0.078 -0.425
10 C 2.204 -1.194 0.122
11 H 2.441 0.831 -0.103
12 H 1.475 0.033 -1.496
13 H 0.751 0.481 0.059
14 H 1.421 -1.956 -0.165
15 H 2.394 -1.088 1.186
16 H 3.104 -1.641 -0.355

Atomic partial charges in e from the Mulliken method, atoms 1 to 6: atom 1 (C): -0.7765, atom 2 (C): -0.7333, atom 3 (H): 0.3477, atom 4 (H): 0.2604, atom 5 (H): 0.3396, atom 6 (H): 0.3057

=====

| no. | F_max (eV/Å) |
| --- | --- |
| 1 | 6.853 |
| 2 | 5.557 |
| 3 | 3.957 |
| 4 | 2.181 |
| 5 | 4.092 |
| 6 | 1.255 |